Below is C13H23FFeNP as an isolated structure, with properties calculated with the ωB97M-V functional and the def2-TZVPD basis.

Element x y z (Å)
C  2.0589  2.9970  -0.5325
C  0.8619  3.0409  0.1827
C  0.2463  1.8853  0.7347
C  0.9121  0.6635  0.5993
C  2.0517  0.6029  -0.1941
C  2.6496  1.7484  -0.7425
C  -1.0002  2.1701  1.5429
C  -2.4510  1.7357  1.1456
N  -2.8032  0.7336  0.1783
Fe  0.8928  -1.2539  1.8166
C  2.6225  -0.7485  -0.5267
P  1.2177  -1.9579  -0.3995
H  0.3605  3.9963  0.3530
H  3.5572  1.6045  -1.3262
H  2.5093  3.9080  -0.9266
H  3.4012  -1.0932  0.1725
H  2.9839  -0.8047  -1.5588
H  -0.8681  1.8563  2.5884
H  -1.0866  3.2661  1.5732
H  -2.9305  1.4166  2.0864
C  1.9747  -3.5914  -0.5356
C  0.4266  -1.6827  -2.0055
H  -2.9663  2.6569  0.8159
C  -2.3515  0.7917  -1.1832
C  -3.2899  -0.5392  0.6725
H  1.0506  -3.0233  2.0434
H  -3.1173  1.2277  -1.8557
H  -1.4272  1.3781  -1.2764
H  -2.1651  -0.2292  -1.5523
H  -4.3790  -0.6738  0.4833
H  -2.7646  -1.3694  0.1833
H  -3.1155  -0.5952  1.7536
H  1.1361  -1.9907  -2.7870
H  -0.4878  -2.2907  -2.0656
H  0.1783  -0.6221  -2.1438
H  2.6793  -3.6028  -1.3756
H  2.4824  -3.8261  0.4072
H  1.1672  -4.3166  -0.7031
H  0.3754  -2.9535  1.6468
F  -0.5924  -0.5145  2.7112

Properties
* HOMO (alpha / beta): -6.988 / -7.037 eV
* net charge: 0
* orbital gap (alpha / beta): 6.7 / 6.3 eV
* 2S+1: 5
* ⟨S²⟩: 6.03


Below is a 2-piece molecular cluster, C13H23FNO5 overall, with properties calculated with the ωB97M-V functional and the def2-TZVPD basis.

Element x y z (Å)
C  -1.4856  -2.9179  0.1875
C  -0.8813  -2.0926  -0.9416
C  0.2024  -1.1190  -0.4696
F  0.0184  -0.8680  0.9272
C  0.0985  0.2459  -1.1387
C  1.1116  1.2015  -0.4498
O  2.1702  1.5094  -1.3819
C  2.0777  0.5338  -2.3300
O  2.9957  -0.0857  -2.8279
C  0.5557  0.3364  -2.5824
O  0.3654  -0.8059  -3.3420
C  0.0542  1.6981  -3.1569
C  -0.8493  1.5127  -4.3346
C  -2.0269  0.6988  -4.1312
O  -2.0843  2.1120  -4.2341
H  -2.1118  -3.6874  -0.2447
H  -2.1193  -2.3200  0.8240
H  -0.7257  -3.4189  0.7720
H  -1.6908  -1.5491  -1.4106
H  -0.3939  -2.7489  -1.6455
H  1.1923  -1.5498  -0.5565
H  -0.9317  0.5379  -0.9759
H  0.6810  2.1034  -0.0362
H  1.6242  0.7321  0.3745
H  0.6110  -0.6434  -4.2519
H  0.9001  2.2508  -3.5431
H  -0.5279  2.2642  -2.4468
H  -0.3813  1.4692  -5.2942
H  -2.1936  0.3299  -3.1380
H  -2.4714  0.2805  -5.0133
C  1.6520  1.4221  4.8135
C  1.2455  0.5797  3.6584
O  1.6222  0.6244  2.5407
N  0.2330  -0.5446  3.8774
C  -0.9593  -0.2554  4.7350
H  2.4608  2.0692  4.4915
H  0.8147  2.0334  5.1546
H  1.9968  0.7955  5.6394
H  0.7592  -1.3339  4.2676
H  -0.0154  -0.8246  2.9138
H  -0.6232  0.0711  5.7135
H  -1.5378  -1.1691  4.8318
H  -1.5556  0.5118  4.2507

Properties
* HOMO: -12.163 eV
* net charge: +1
* orbital gap: 8.5 eV


Below is C13H23I2OOsP2Se as an isolated structure, with properties calculated with the ωB97M-V functional and the def2-TZVPD basis.

Element x y z (Å)
I  -1.7638  -0.0093  -1.8910
I  3.3649  -0.3126  -2.7144
Os  -0.5197  -0.1762  0.7456
P  -0.3183  -2.2665  -0.2502
C  -0.4895  -3.3038  1.2724
C  -1.1990  -3.1547  -1.6235
H  -0.6343  -4.0868  -1.7809
H  1.2184  -3.5198  -1.5829
H  -1.1141  -2.5119  -2.5163
H  1.7432  -1.8150  -1.3676
H  -1.0386  -2.7588  2.0618
H  -2.2511  -3.3433  -1.3892
C  1.3563  -2.7202  -0.8522
H  -1.0498  -4.1822  0.9375
H  1.9728  -2.9943  0.0049
H  0.5238  -3.5729  1.5835
P  -0.2373  2.0071  0.1476
C  -0.1790  3.0232  1.6603
C  1.4090  2.0835  -0.6655
H  -1.2571  2.5168  -1.9956
H  -0.5075  3.9448  -1.1909
H  -2.1066  3.3456  -0.6425
C  -1.1321  3.0621  -1.0426
H  1.6224  1.1662  -1.2451
H  1.3456  2.9202  -1.3580
H  -0.2728  4.0395  1.2581
H  0.7711  2.8541  2.1822
H  2.1906  2.2408  0.0771
H  -1.0472  2.7679  2.2911
C  -1.6846  0.0205  2.1745
O  -2.4132  0.1699  3.0851
Se  1.7704  -0.3007  1.5313
C  1.9786  -0.5805  3.3991
C  1.0681  -1.3475  4.1513
C  1.4286  -1.8469  5.3999
C  2.6320  -1.4706  6.0164
C  3.4998  -0.6122  5.3116
C  3.2042  -0.1976  4.0012
H  0.0921  -1.5406  3.7282
H  0.7301  -2.5467  5.8556
H  2.8802  -1.7856  7.0298
H  4.4231  -0.2964  5.8126
H  3.8936  0.4334  3.4341

Properties
* HOMO (alpha / beta): -18.009 / -17.679 eV
* net charge: +3
* orbital gap (alpha / beta): 6.0 / 4.1 eV
* 2S+1: 5
* ⟨S²⟩: 6.03


Below is one molecule with the formula C13H23N3O3, with properties calculated with the ωB97M-V functional and the def2-TZVPD basis.

Element x y z (Å)
C  -2.8710  -2.4494  0.0083
C  -2.9661  -0.9762  -0.3862
C  -4.3695  -0.4477  -0.1006
C  -1.8959  -0.1836  0.3723
C  -1.7457  1.2765  -0.0771
N  -1.2061  1.4159  -1.4038
C  0.0588  1.8945  -1.4087
O  0.7977  2.0336  -2.3492
N  0.3496  2.2562  -0.0873
C  1.6693  2.6753  0.3197
C  2.3508  1.5486  1.1086
N  2.1622  0.2691  0.4507
C  2.9944  0.1008  -0.7307
C  2.6245  -1.2154  -1.4118
O  2.7852  -2.3160  -0.5466
C  2.0088  -2.1478  0.6131
C  2.3643  -0.8551  1.3480
C  -0.6588  1.9349  0.7706
O  -0.6741  2.1148  1.9614
H  -3.6143  -3.0357  -0.5265
H  -3.0444  -2.5665  1.0755
H  -1.8876  -2.8507  -0.2258
H  -2.7729  -0.8979  -1.4622
H  -5.1119  -1.0681  -0.5970
H  -4.5690  -0.4650  0.9685
H  -4.4927  0.5714  -0.4584
H  -2.1295  -0.1791  1.4387
H  -0.9252  -0.6698  0.2438
H  -2.6946  1.8123  0.0288
H  -1.6206  0.9992  -2.2189
H  1.5898  3.5646  0.9494
H  2.2133  2.9203  -0.5942
H  3.4150  1.8001  1.2524
H  1.8737  1.4870  2.0894
H  2.8074  0.9167  -1.4284
H  4.0666  0.0880  -0.4654
H  3.2732  -1.4012  -2.2687
H  1.5795  -1.1571  -1.7528
H  2.2040  -3.0163  1.2446
H  0.9401  -2.1267  0.3458
H  1.7105  -0.7390  2.2153
H  3.4109  -0.9154  1.6955

Properties
* SMILES: CC(C)C[C@@H]1NC(=O)N(CCN2CCOCC2)C1=O
* HOMO: -8.913 eV
* net charge: 0
* orbital gap: 9.7 eV


For the records above, the corresponding energy values read -61733.819; -28290.365; -118462.950; -24468.452 eV.
For the records above, the corresponding ΔE to the lowest compared entry with this formula, charge and spin values read 23.2; 0.0; 22.5; 9.8 kcal per mole.